Formula: C4H5NO2
Source: OMol25
Level of theory: the ωB97M-V functional and the def2-TZVPD basis

## Properties
SMILES string: O=C[C@H]1CN1C=O
HOMO-LUMO gap: 10.88 eV
Energy relative to the best compared isomer or geometry (same formula, charge and spin): 43.7 kcal/mol
Lowest unoccupied orbital energy: 0.62 eV
E_tot: -9812.41909 eV
HOMO level: -10.3 eV

Each line ends with the natural charge from an NBO analysis.
Positions of all 12 atoms, in Å:
O (-0.57, 2.37, -1.23)  -0.4946
C (-0.10, 1.39, -0.71)  0.4084
C (-0.92, 0.33, -0.05)  -0.1709
C (-0.57, -1.07, -0.48)  -0.2186
N (-0.22, -0.60, 0.83)  -0.4236
C (1.13, -0.43, 1.17)  0.5224
O (2.02, -1.12, 0.74)  -0.5463
H (0.99, 1.19, -0.69)  0.1168
H (-1.94, 0.59, 0.21)  0.2335
H (0.25, -1.19, -1.19)  0.2192
H (-1.35, -1.82, -0.53)  0.2237
H (1.28, 0.36, 1.92)  0.1299

---

Formula: C32H73N2O21S6
Source: OMol25
Level of theory: the ωB97M-V functional and the def2-TZVPD basis

## Properties
HOMO-LUMO gap (alpha / beta): 8.56 / 9.64 eV
Lowest unoccupied orbital energy (alpha / beta): 0.27 / 0.27 eV
<S²>: 0.754
E_tot: -145352.27848 eV
HOMO level (alpha / beta): -8.3 / -9.4 eV
2S+1: 2

Each line ends with the Mulliken charge.
Positions of all 134 atoms, in Å:
C (0.66, -3.71, -2.03)  -1.0233
C (1.61, -2.60, -2.48)  0.3247
O (1.10, -1.30, -2.20)  -0.4985
C (0.11, -0.86, -3.11)  -0.4616
C (-1.02, -0.23, -2.33)  -1.1018
C (-2.12, 0.43, -3.15)  3.3298
O (-1.46, 1.53, -3.92)  -0.5294
C (-1.14, 1.25, -5.13)  0.5917
N (-0.85, 0.97, -6.21)  -0.5823
C (-2.85, -0.52, -4.09)  -2.8256
C (-3.81, -1.50, -3.40)  1.3335
C (-3.13, -2.81, -3.01)  -1.5218
C (-4.91, -1.88, -4.42)  -1.8520
N (-4.47, -0.88, -2.21)  0.5767
O (-4.19, -1.42, -1.08)  -0.5620
C (-4.52, 0.61, -2.17)  2.1116
C (-5.18, 1.02, -0.84)  -1.5095
C (-5.39, 1.18, -3.29)  -2.0768
C (-3.10, 1.15, -2.19)  -2.1932
H (0.10, -3.34, -1.18)  0.1734
H (-0.06, -3.93, -2.82)  0.1988
H (1.20, -4.61, -1.76)  0.4801
H (1.84, -2.69, -3.54)  -0.2527
H (2.55, -2.66, -1.93)  0.4831
H (0.57, -0.13, -3.78)  -0.0043
H (-0.24, -1.68, -3.74)  0.5265
H (-0.59, 0.54, -1.69)  0.5766
H (-1.46, -0.97, -1.66)  -0.1152
H (-2.13, -1.12, -4.63)  1.0825
H (-3.39, 0.05, -4.84)  0.5472
H (-2.76, -3.30, -3.91)  0.4459
H (-3.87, -3.46, -2.56)  0.5680
H (-2.33, -2.68, -2.29)  0.0573
H (-4.44, -2.37, -5.27)  0.3905
H (-5.45, -1.01, -4.78)  0.3463
H (-5.61, -2.56, -3.96)  0.4147
H (-5.49, 2.06, -0.94)  0.4119
H (-6.07, 0.43, -0.65)  0.4553
H (-4.48, 0.97, -0.03)  0.0959
H (-5.09, 0.89, -4.29)  0.3827
H (-6.44, 0.93, -3.12)  0.3650
H (-5.31, 2.27, -3.25)  0.4793
H (-3.10, 2.21, -2.44)  0.3486
H (-2.69, 1.07, -1.18)  0.1409
O (-3.70, 0.85, 2.30)  -0.7158
S (-2.94, -0.11, 3.04)  1.2974
O (-3.61, -1.01, 3.92)  -0.6544
O (-1.80, 0.66, 3.84)  -0.2817
C (-2.20, 1.78, 4.66)  -0.2345
C (-2.84, 1.36, 5.96)  -0.9311
C (-1.90, -1.01, 1.96)  -0.7461
H (-2.85, 2.44, 4.08)  0.3268
H (-1.28, 2.33, 4.86)  0.1613
H (-3.81, 0.88, 5.79)  0.4006
H (-2.99, 2.23, 6.59)  0.3531
H (-2.20, 0.64, 6.48)  0.1492
H (-1.35, -0.32, 1.32)  0.2676
H (-2.54, -1.66, 1.36)  0.3737
H (-1.21, -1.61, 2.55)  0.2388
O (1.60, 3.35, 6.32)  -0.6704
S (0.53, 3.74, 7.19)  1.2985
O (-0.76, 4.04, 6.65)  -0.5857
O (1.02, 4.95, 8.10)  -0.2990
C (1.60, 6.09, 7.43)  -0.3525
C (0.56, 6.99, 6.79)  -0.9765
C (0.34, 2.55, 8.48)  -0.9026
H (2.34, 5.74, 6.70)  0.3323
H (2.14, 6.62, 8.22)  0.2760
H (0.07, 6.50, 5.96)  0.2905
H (1.04, 7.90, 6.43)  0.3849
H (-0.20, 7.26, 7.52)  0.2623
H (1.32, 2.35, 8.91)  0.3437
H (-0.06, 1.66, 8.02)  0.2890
H (-0.35, 2.95, 9.22)  0.3198
O (1.38, -3.21, -6.06)  -0.6318
S (2.79, -3.02, -6.26)  1.4045
O (3.59, -2.49, -5.20)  -0.6388
O (3.00, -2.16, -7.58)  -0.3395
C (2.25, -0.93, -7.70)  -0.3135
C (2.84, 0.19, -6.86)  -0.8471
C (3.52, -4.51, -6.84)  -1.1813
H (1.21, -1.12, -7.43)  0.3120
H (2.29, -0.68, -8.76)  0.3140
H (2.73, -0.03, -5.80)  0.1573
H (2.30, 1.12, -7.07)  0.3318
H (3.90, 0.33, -7.06)  0.3157
H (2.92, -4.90, -7.67)  0.3360
H (3.51, -5.21, -6.01)  0.3694
H (4.54, -4.30, -7.15)  0.3487
O (-0.32, -5.72, 4.43)  -0.6734
S (-0.35, -4.31, 4.69)  1.1840
O (-0.23, -3.38, 3.61)  -0.5657
O (0.73, -3.98, 5.80)  -0.2870
C (2.08, -4.46, 5.59)  -0.4212
C (2.85, -3.62, 4.59)  -0.8302
C (-1.78, -3.90, 5.63)  -0.9417
H (2.05, -5.50, 5.29)  0.3367
H (2.55, -4.40, 6.57)  0.2541
H (2.44, -3.72, 3.58)  0.3483
H (3.89, -3.93, 4.57)  0.2903
H (2.81, -2.56, 4.86)  0.2322
H (-1.85, -4.58, 6.47)  0.3542
H (-2.64, -4.01, 4.97)  0.3853
H (-1.69, -2.87, 5.96)  0.2505
O (-4.39, 5.55, -6.78)  -0.6406
S (-3.31, 6.40, -7.21)  1.2648
O (-3.06, 6.58, -8.60)  -0.6224
O (-1.98, 5.94, -6.48)  -0.3118
C (-1.63, 4.53, -6.56)  -0.2524
C (-1.01, 4.16, -7.89)  -0.9332
C (-3.46, 7.97, -6.43)  -0.9402
H (-2.51, 3.92, -6.34)  0.3474
H (-0.91, 4.38, -5.76)  0.1872
H (-1.73, 4.22, -8.71)  0.3025
H (-0.63, 3.14, -7.83)  0.2983
H (-0.18, 4.83, -8.13)  0.2978
H (-3.61, 7.83, -5.37)  0.3095
H (-4.31, 8.47, -6.89)  0.3721
H (-2.55, 8.54, -6.63)  0.3192
O (5.81, -2.53, 6.30)  -0.6090
S (6.99, -1.89, 5.80)  1.2838
O (7.21, -1.81, 4.39)  -0.6223
O (8.25, -2.55, 6.50)  -0.3117
C (8.36, -3.99, 6.47)  -0.3309
C (8.84, -4.50, 5.13)  -0.9677
C (7.14, -0.28, 6.51)  -0.9940
H (7.40, -4.42, 6.75)  0.3183
H (9.07, -4.23, 7.25)  0.2763
H (8.10, -4.33, 4.35)  0.2906
H (9.03, -5.57, 5.19)  0.3834
H (9.75, -4.00, 4.83)  0.2645
H (7.01, -0.36, 7.58)  0.3079
H (6.37, 0.33, 6.07)  0.3752
H (8.13, 0.11, 6.26)  0.3398

---

Formula: CH4N3O
Source: OMol25
Level of theory: the ωB97M-V functional and the def2-TZVPD basis

## Properties
HOMO-LUMO gap: 4.92 eV
Energy relative to the best compared isomer or geometry (same formula, charge and spin): 22.4 kcal/mol
Lowest unoccupied orbital energy: 4.13 eV
Charge: -1
E_tot: -7615.67640 eV
HOMO level: -0.8 eV

Each line ends with the natural charge from an NBO analysis.
Positions of all 9 atoms, in Å:
C (0.69, 0.45, -0.31)  -0.3827
N (3.87, -0.82, -0.62)  -0.0360
N (0.59, -0.91, -0.73)  -1.1346
N (3.99, 0.00, 0.13)  0.3994
O (4.26, 0.95, 0.79)  -0.4031
H (1.82, 0.72, -0.41)  0.0632
H (0.53, 0.75, 0.71)  0.1174
H (-0.09, 1.19, -0.82)  0.1033
H (0.14, -0.90, -1.63)  0.2729

---

Formula: C15H14N6O2
Source: OMol25
Level of theory: the ωB97M-V functional and the def2-TZVPD basis

## Properties
SMILES string: O=[N+]([O-])c1cccc(-n2nnnc2CNCc2ccccc2)c1
HOMO-LUMO gap: 8.53 eV
Energy relative to the best compared isomer or geometry (same formula, charge and spin): 2.1 kcal/mol
Lowest unoccupied orbital energy: -0.68 eV
E_tot: -28813.86911 eV
HOMO level: -9.2 eV

Each line ends with the natural charge from an NBO analysis.
Positions of all 37 atoms, in Å:
O (3.29, 0.50, -2.13)  -0.3718
N (2.28, 1.05, -1.74)  0.5327
O (2.23, 2.19, -1.34)  -0.3872
C (1.06, 0.29, -1.75)  -0.0134
C (1.09, -1.06, -2.07)  -0.1566
C (-0.08, -1.79, -2.05)  -0.2127
C (-1.26, -1.19, -1.65)  -0.1671
C (-1.28, 0.16, -1.31)  0.0962
N (-2.47, 0.72, -0.85)  -0.2133
N (-3.67, 0.28, -1.29)  -0.0617
N (-4.56, 0.91, -0.66)  -0.0476
N (-4.04, 1.75, 0.22)  -0.2994
C (-2.74, 1.65, 0.12)  0.3304
C (-1.76, 2.40, 0.95)  -0.2657
N (-0.52, 1.68, 1.11)  -0.6287
C (-0.57, 0.51, 1.97)  -0.2648
C (0.54, -0.44, 1.59)  0.0702
C (1.86, 0.01, 1.50)  -0.2421
C (2.87, -0.85, 1.12)  -0.2072
C (2.59, -2.17, 0.83)  -0.2231
C (1.29, -2.63, 0.94)  -0.1945
C (0.27, -1.77, 1.31)  -0.2458
C (-0.12, 0.93, -1.40)  -0.0872
H (2.04, -1.52, -2.34)  0.2518
H (-0.08, -2.83, -2.31)  0.2271
H (-2.18, -1.75, -1.60)  0.2428
H (-2.27, 2.63, 1.90)  0.2135
H (-1.56, 3.36, 0.46)  0.2308
H (0.22, 2.31, 1.40)  0.3778
H (-1.53, 0.01, 1.82)  0.2014
H (-0.49, 0.77, 3.04)  0.1926
H (2.09, 1.04, 1.73)  0.2076
H (3.88, -0.48, 1.05)  0.2220
H (3.38, -2.84, 0.54)  0.2173
H (1.06, -3.67, 0.72)  0.2135
H (-0.74, -2.14, 1.38)  0.2115
H (-0.12, 1.98, -1.21)  0.2506